Here is a molecular structure, C9H24CrN4O9 at a distorted geometry from the OMol25 dataset. Energies are from ωB97M-V/def2-TZVPD.

```
47
Properties=species:S:1:pos:R:3
Cr -0.34 -0.63 1.01
C -3.13 2.05 2.32
C -2.19 0.96 1.92
O -0.97 1.28 1.66
O -2.57 -0.22 1.83
H -2.83 3.04 1.97
H -3.28 2.00 3.39
H -4.09 1.91 1.83
N 0.90 -1.76 3.95
O 0.18 -1.43 2.94
O 0.34 -1.89 5.04
O 2.11 -1.96 3.78
C 2.95 0.19 1.33
O 1.74 0.00 1.19
N 3.57 -0.16 2.48
N 3.74 0.70 0.34
H 2.95 -0.62 3.14
H 4.54 0.02 2.64
H 3.40 1.03 -0.54
H 4.71 0.83 0.53
C 2.33 -2.71 -0.33
O 1.20 -1.87 -0.58
C 1.25 -1.29 -1.86
C -0.15 -0.82 -2.19
N -0.75 0.06 -1.16
C -2.15 0.30 -1.56
C -2.27 1.39 -2.62
O -1.76 2.57 -2.02
C -1.39 3.60 -2.88
H 3.29 -2.20 -0.25
H 2.32 -3.45 -1.14
H 2.10 -3.22 0.60
H 1.53 -2.03 -2.61
H 1.90 -0.40 -1.88
H -0.72 -1.75 -2.31
H -0.06 -0.27 -3.14
H -0.30 0.96 -1.32
H -2.67 0.70 -0.69
H -2.72 -0.58 -1.87
H -3.28 1.63 -2.96
H -1.60 1.13 -3.45
H -0.71 4.29 -2.40
H -2.28 4.13 -3.25
H -0.92 3.25 -3.81
O -1.19 -2.63 0.77
H -0.63 -3.26 1.23
H -2.10 -2.90 0.95
```

Computed properties:
- 2S+1: 5
- E_HOMO (alpha / beta): -0.2605 / -0.3194 hartree
- ΔE to the lowest compared entry with this formula, charge and spin: 0.0 kcal per mole
- Gap between HOMO and LUMO (alpha / beta): 7.30 / 8.90 eV

Here is a molecular structure, C23H21N7Pd from the OMol25 dataset. Energies are from ωB97M-V/def2-TZVPD.

```
52
Properties=species:S:1:pos:R:3
Pd -1.71 1.42 -0.80
C 2.15 2.84 -2.41
C 0.83 2.98 -1.98
N 0.39 2.29 -0.94
C 1.24 1.48 -0.28
C 2.55 1.35 -0.73
N 2.98 2.02 -1.79
C 0.67 0.77 0.89
C 1.39 0.17 1.90
C 0.71 -0.44 2.97
C -0.68 -0.33 2.99
C -1.34 0.30 1.96
N -0.66 0.79 0.92
C -2.80 0.56 1.88
C -3.74 0.11 2.80
N -5.03 0.40 2.67
C -5.42 1.14 1.65
C -4.50 1.60 0.71
N -3.21 1.30 0.83
C 1.45 -1.15 4.04
C 0.80 -1.61 5.18
C 1.54 -2.27 6.16
N 2.84 -2.47 6.06
C 3.48 -2.04 4.98
C 2.82 -1.38 3.95
H 2.53 3.39 -3.26
H 0.14 3.66 -2.47
H 3.26 0.70 -0.25
H 2.47 0.21 1.87
H -1.25 -0.72 3.82
H -3.46 -0.50 3.65
H -6.47 1.37 1.57
H -4.80 2.21 -0.13
H -0.26 -1.49 5.35
H 1.06 -2.65 7.06
H 4.54 -2.22 4.93
H 3.41 -1.07 3.09
C 0.27 0.27 -5.56
C 0.03 -0.78 -4.45
C -0.74 -2.00 -4.99
C 1.36 -1.23 -3.81
C -0.78 -0.11 -3.44
N -1.42 0.47 -2.68
H 0.78 -0.20 -6.39
H 0.89 1.09 -5.18
H -0.67 0.68 -5.92
H -0.15 -2.44 -5.80
H -1.71 -1.71 -5.39
H -0.88 -2.75 -4.22
H 1.91 -1.82 -4.54
H 1.19 -1.84 -2.93
H 1.98 -0.37 -3.54
```

Computed properties:
- 2S+1: 3
- E_HOMO (alpha / beta): -0.5293 / -0.5293 hartree
- Gap between HOMO and LUMO (alpha / beta): 7.18 / 5.28 eV
- Charge: +2

Here is 7 unconnected molecules or ions with the total composition C21H57N8O12 at a distorted geometry from the OMol25 dataset. Energies are from ωB97M-V/def2-TZVPD.

```
98
Properties=species:S:1:pos:R:3
N 0.36 0.12 -0.29
O 0.51 -0.94 0.20
O 1.12 0.63 -1.14
O -0.64 0.69 -0.05
C -2.75 4.45 0.95
O -2.62 4.38 -0.44
C -3.83 4.12 -1.22
C -4.59 2.91 -0.71
N -3.90 1.67 -0.91
C -4.30 0.58 0.02
C -5.69 -0.04 -0.40
O -6.19 -0.73 0.75
C -7.54 -1.04 0.55
H -3.28 3.67 1.50
H -3.20 5.42 1.15
H -1.72 4.32 1.29
H -3.72 4.09 -2.31
H -4.42 5.02 -1.05
H -5.45 2.97 -1.37
H -5.01 3.08 0.28
H -2.91 1.85 -0.83
H -4.30 1.02 1.01
H -3.54 -0.21 -0.08
H -5.52 -0.70 -1.25
H -6.33 0.78 -0.72
H -7.58 -1.50 -0.44
H -8.24 -0.22 0.39
H -7.82 -1.75 1.33
C -0.75 -3.65 1.38
O -0.44 -4.95 1.96
C 0.66 -5.58 1.45
C 0.83 -6.99 2.08
N -0.12 -7.82 1.42
C -0.11 -9.23 1.94
C 1.28 -9.91 1.83
O 1.95 -9.58 3.04
C 3.39 -9.68 3.03
H 0.16 -3.06 1.22
H -1.46 -3.12 2.01
H -1.25 -3.86 0.43
H 1.41 -4.97 1.96
H 0.72 -5.41 0.38
H 0.59 -6.95 3.14
H 1.86 -7.33 2.13
H -1.01 -7.36 1.32
H -0.92 -9.80 1.49
H -0.42 -9.01 2.96
H 1.94 -9.61 1.02
H 1.19 -11.00 1.80
H 3.78 -9.33 3.98
H 3.90 -9.13 2.24
H 3.80 -10.69 3.01
C 3.14 5.37 -3.96
O 3.62 4.33 -3.20
C 3.96 4.77 -1.84
C 2.69 5.02 -0.98
N 2.23 3.71 -0.38
C 1.34 3.94 0.72
C 2.09 4.35 2.00
O 1.83 5.77 2.23
C 0.56 6.00 2.83
H 3.73 6.29 -3.99
H 2.15 5.68 -3.65
H 3.02 5.11 -5.02
H 4.62 5.63 -1.74
H 4.55 3.93 -1.46
H 1.87 5.55 -1.47
H 2.87 5.80 -0.24
H 1.69 3.16 -1.04
H 0.76 3.06 0.99
H 0.71 4.77 0.40
H 3.14 4.25 1.73
H 2.00 3.71 2.88
H 0.63 6.97 3.32
H 0.42 5.24 3.61
H -0.28 6.03 2.15
C -0.29 3.08 -3.32
O -0.36 3.98 -4.11
N -0.92 2.91 -2.17
N 0.51 2.11 -3.64
H -1.30 3.74 -1.74
H -0.54 2.10 -1.71
H 1.15 2.34 -4.40
H 0.89 1.54 -2.90
C 2.59 -2.24 -2.93
O 3.30 -3.01 -3.54
N 1.48 -2.55 -2.42
N 2.93 -1.04 -2.55
H 0.96 -1.90 -1.85
H 1.05 -3.45 -2.60
H 2.24 -0.50 -2.04
H 3.82 -0.64 -2.79
C 3.56 1.27 1.58
O 4.12 1.52 0.31
H 3.26 2.18 2.09
H 2.58 0.82 1.43
H 4.22 0.65 2.20
H 3.52 2.02 -0.24
```

Computed properties:
- E_HOMO: -0.2379 hartree
- Gap between HOMO and LUMO: 8.88 eV
- Charge: -1

Here is 12 unconnected molecules or ions with the total composition C16H56N12O12 at a distorted geometry from the OMol25 dataset. Energies are from ωB97M-V/def2-TZVPD.

```
96
Properties=species:S:1:pos:R:3
C 16.58 -9.20 0.54
C 17.75 -9.95 -0.09
O 18.88 -9.10 -0.32
H 16.42 -8.38 -0.12
H 16.97 -8.81 1.50
H 15.64 -9.85 0.67
H 17.59 -10.41 -1.05
H 17.94 -10.76 0.67
H 19.61 -9.62 -0.68
C 22.66 -9.48 -4.19
C 23.36 -8.57 -5.24
O 22.35 -8.16 -6.31
H 22.01 -10.13 -4.73
H 21.97 -8.88 -3.55
H 23.21 -10.13 -3.47
H 24.21 -9.03 -5.67
H 23.74 -7.66 -4.85
H 22.09 -7.23 -6.31
C 17.96 -7.66 -6.80
C 18.79 -6.79 -7.71
O 19.92 -6.59 -7.02
H 16.93 -7.84 -7.15
H 17.75 -7.24 -5.89
H 18.42 -8.71 -6.60
H 18.21 -5.93 -7.89
H 18.86 -7.20 -8.71
H 20.46 -5.91 -7.39
C 16.13 -5.13 -2.24
C 16.04 -6.48 -2.89
O 14.70 -6.47 -3.52
H 15.32 -5.05 -1.51
H 16.00 -4.44 -3.01
H 17.11 -4.97 -1.79
H 16.08 -7.30 -2.17
H 16.74 -6.65 -3.73
H 14.82 -7.21 -4.16
C 19.24 -7.46 -3.59
O 19.03 -8.76 -4.04
N 19.10 -7.22 -2.33
N 19.72 -6.53 -4.34
H 18.67 -7.89 -1.64
H 19.47 -6.33 -2.07
H 19.72 -6.67 -5.36
H 19.73 -5.53 -3.95
C 20.10 -12.07 -1.90
O 20.81 -12.91 -0.98
N 19.01 -12.56 -2.48
N 20.30 -10.79 -2.12
H 18.74 -13.52 -2.28
H 18.56 -12.28 -3.37
H 21.06 -10.29 -1.57
H 19.67 -10.31 -2.79
C 18.10 -11.92 -5.52
O 18.36 -13.07 -6.26
N 18.74 -10.80 -5.69
N 17.44 -11.86 -4.47
H 19.57 -10.78 -6.32
H 18.63 -10.13 -4.90
H 16.98 -12.75 -4.14
H 16.92 -11.07 -4.28
C 19.68 -1.93 -5.86
O 19.18 -3.13 -5.45
N 20.72 -1.81 -6.59
N 19.06 -0.83 -5.58
H 21.35 -2.62 -6.62
H 21.19 -0.89 -6.58
H 18.45 -0.93 -4.78
H 19.52 0.13 -5.69
C 19.77 -4.00 -2.06
O 18.82 -3.01 -1.95
N 20.04 -4.89 -1.09
N 20.48 -4.14 -3.15
H 19.53 -4.79 -0.22
H 20.83 -5.53 -1.08
H 20.35 -3.34 -3.77
H 21.36 -4.75 -3.31
C 22.90 -6.22 -3.00
O 24.26 -5.98 -2.78
N 22.25 -5.81 -4.03
N 22.17 -6.84 -2.08
H 22.79 -5.27 -4.67
H 21.29 -6.06 -4.35
H 22.66 -7.00 -1.21
H 21.23 -7.14 -2.18
C 17.73 -6.13 0.94
O 18.30 -4.85 1.26
H 17.85 -6.27 -0.14
H 16.70 -6.29 1.21
H 18.32 -6.82 1.42
H 17.60 -4.33 1.67
C 21.26 -7.02 0.96
O 22.60 -6.86 0.73
H 20.82 -6.20 1.50
H 21.08 -7.75 1.76
H 20.58 -7.27 0.16
H 23.02 -6.53 1.54
```

Computed properties:
- E_HOMO: -0.3213 hartree
- Structure (SMILES): NC(N)=O.NC(N)=O.NC(N)=O.NC(N)=O.NC(N)=O.NC(N)=O.CCO.CCO.CCO.CCO.CO.CO
- ΔE to the lowest compared entry with this formula, charge and spin: 231.0 kcal per mole
- Gap between HOMO and LUMO: 8.29 eV

Summary of E in Ha
-2297.92939, -1399.64651, -2175.03071, -2202.99307
(order as listed above)